Computed, not measured: a molecular structure, C5H3CaNO5 in a non-equilibrium geometry, with the ωB97M-V functional and the def2-TZVPD basis.

```
15
Properties=species:S:1:pos:R:3:forces:R:3
O 0.002653 4.015616 -0.136979 -0.002 -3.482 0.434
C 0.001858 2.879769 -0.003930 0.002 3.174 -0.438
Ca -0.000101 -0.245024 0.206549 0.001 0.981 0.760
O 0.000159 0.028388 -3.514900 0.000 -0.179 4.279
C 0.000171 -0.027561 -2.368125 0.000 0.209 -4.835
C -0.001986 -2.756884 -0.001913 -0.004 -5.241 -0.762
O -0.002887 -3.895076 -0.164187 0.004 4.464 0.674
C -2.495133 -0.033193 0.022992 -5.309 0.283 -0.770
O -3.632094 0.031448 -0.137905 4.464 -0.227 0.677
C 2.495068 -0.036133 0.023142 5.339 0.273 -0.770
O 3.632569 0.026137 -0.136819 -4.493 -0.219 0.677
N 0.002543 -0.030794 2.664448 -0.303 0.013 0.131
H 0.814176 -0.471703 3.103064 -0.144 0.093 0.075
H -0.817875 -0.474419 3.104865 0.429 0.228 -0.082
H -0.001620 0.937929 3.009297 0.017 -0.370 -0.052
```
Forces are in eV/Å.

As for the energy relative to the best compared isomer or geometry (same formula, charge and spin): 0.0 kcal per mole. Its multiplicity is 1. As for the total charge: +2.

Results of the Mulliken charge analysis, in e, for atoms 1 through 8:
1. O -0.011
2. C 0.103
3. Ca 1.855
4. O 0.040
5. C 0.008
6. C -0.117
7. O 0.032
8. C 0.014


Computed, not measured: 4 unconnected molecules or ions with the total composition CH10O3S in a non-equilibrium geometry, with the ωB97M-V functional and the def2-TZVPD basis.

```
15
Properties=species:S:1:pos:R:3:forces:R:3
C -1.448288 -0.643359 -0.607198 -0.334 1.286 -0.514
S -2.358325 0.089760 0.790515 -0.425 0.315 0.001
H -0.550447 -1.083350 -0.197253 -0.033 -0.354 -0.280
H -2.040921 -1.265119 -1.278298 -0.026 -0.478 0.641
H -1.177743 0.178306 -1.270467 0.400 -0.009 0.224
H -2.578973 1.359347 0.329828 0.257 -0.769 0.064
H 1.666920 -1.510113 -1.754946 -0.771 0.054 -1.079
H 1.792313 -0.229579 -1.230068 -0.191 0.736 -0.675
O 1.303961 -0.625096 -1.983472 1.448 -1.039 1.577
H 0.982761 1.076149 -0.704795 -0.464 0.358 0.376
H 1.225011 1.464420 0.788776 -0.307 -0.390 0.402
O 1.444894 1.681937 -0.117035 0.458 0.208 -0.622
H 1.037621 -0.711885 2.106080 0.225 -0.071 0.033
H -0.129898 0.079894 2.624207 0.123 0.262 -0.056
O 0.831109 0.138681 2.504133 -0.358 -0.108 -0.094
```
Forces are in eV/Å.

Its SMILES is CS.O.O.O. As for the energy relative to the best compared isomer or geometry (same formula, charge and spin): 15.1 kcal per mole. Its multiplicity is 1.

Results of the Mulliken charge analysis, in e, for atoms 1 through 8:
1. C -0.532
2. S -0.280
3. H 0.089
4. H 0.394
5. H 0.221
6. H 0.140
7. H 0.330
8. H 0.325


Computed, not measured: 13 unconnected molecules or ions with the total composition C46H70B7F28N9O3 in a non-equilibrium geometry, with the ωB97M-V functional and the def2-TZVPD basis.

```
163
Properties=species:S:1:pos:R:3:forces:R:3
C 5.494135 1.131864 2.732222 -1.076 -0.119 -0.249
C 4.265678 0.325883 3.082605 2.184 -0.387 2.851
O 4.065580 -0.070457 4.211775 -0.529 0.549 -1.647
N 3.392703 -0.170113 2.041583 -0.989 -0.534 -0.421
H 3.676610 -0.010163 1.085596 0.597 0.111 -0.421
H 3.307683 -1.170753 2.149242 0.372 -0.966 0.328
C 2.005050 0.337254 2.165418 -0.275 0.171 0.239
H 6.251124 0.436434 2.369682 0.051 -0.092 -0.006
H 5.826786 1.604411 3.656426 0.001 0.074 -0.289
H 5.272024 1.801888 1.901654 0.220 0.219 0.268
H 1.355662 -0.361566 1.638099 0.106 0.190 -0.142
H 2.044303 1.333352 1.724570 -0.623 -0.135 0.364
H 1.721747 0.295929 3.217145 0.090 0.414 -0.188
C 3.435346 -2.335789 -3.219847 0.881 1.580 -0.621
C 3.872951 -3.412808 -2.310712 3.531 -2.514 -0.375
O 5.039266 -3.807460 -2.158027 -4.557 1.335 -0.061
N 2.693725 -4.241576 -1.791303 -0.762 0.268 -2.286
H 2.883083 -5.159176 -1.414135 0.946 0.012 0.608
H 2.272511 -3.653838 -1.086142 -0.501 0.029 0.800
C 1.593972 -4.562721 -2.873632 -0.209 -0.122 0.282
H 4.337618 -1.781599 -3.478481 0.251 -0.156 0.108
H 2.765970 -1.544435 -2.882534 -0.312 -0.648 0.534
H 3.036458 -2.682268 -4.173226 -0.241 -0.493 0.236
H 1.983313 -4.847122 -3.851189 0.584 0.105 0.328
H 0.899647 -3.743852 -3.061954 0.383 0.159 0.338
H 1.028640 -5.405526 -2.475926 0.002 0.094 0.156
C 0.215739 -7.410362 2.362170 1.411 -1.218 -1.112
N 0.001680 -6.086109 2.942252 0.026 0.056 1.129
C 0.247167 -5.981547 4.259957 -1.223 0.872 0.668
C 0.053757 -4.777047 4.954897 -0.155 -2.022 -0.267
C -0.335571 -3.651394 4.258249 0.025 -0.816 -0.298
C -0.497588 -3.773834 2.890226 -0.109 -0.217 -0.889
C -0.346737 -5.001203 2.231749 0.887 -0.005 0.308
C -0.608305 -2.380535 4.937103 -0.485 1.310 -0.032
C 0.454117 -1.594000 5.404269 -0.709 0.311 1.068
C 0.182165 -0.334020 5.967209 -0.655 -0.402 -0.928
N -1.086164 0.136124 5.942104 -0.116 -0.973 0.572
C -2.150095 -0.640840 5.608891 1.811 -0.321 -0.553
C -1.924566 -1.908545 5.041789 -0.363 1.646 0.532
C -1.412219 1.486682 6.407394 -0.014 0.796 0.303
H 1.199218 -7.758984 2.677321 0.297 0.444 -0.101
H 0.232915 -7.393444 1.272427 -0.298 0.381 0.056
H -0.378455 -8.271300 2.668464 -1.041 0.851 0.355
H 0.379878 -6.925611 4.767417 0.379 0.102 0.127
H 0.000962 -4.880136 6.028658 0.478 0.419 0.131
H -0.744410 -2.878416 2.339129 -0.106 -0.157 -0.325
H -0.307833 -5.224842 1.175874 -0.698 0.563 -0.423
H 1.427793 -2.060323 5.434205 0.297 0.456 -0.099
H 0.861397 0.380897 6.407585 0.505 -0.330 -0.281
H -3.071396 -0.118054 5.819390 -0.380 -0.567 -0.510
H -2.810023 -2.370198 4.630395 0.235 -0.535 0.064
H -1.936098 2.011578 5.608556 -0.006 -0.161 0.061
H -0.539720 2.097467 6.639318 0.173 -0.443 -0.150
H -2.020635 1.417518 7.309144 -0.058 -0.040 -0.096
C -4.074194 3.227277 3.246143 0.257 -0.279 -0.303
N -5.324716 2.656190 2.711111 1.179 -0.086 -2.654
C -6.258802 2.237345 3.533176 -2.359 -0.568 -0.397
C -7.312716 1.431599 3.047573 1.045 0.555 0.718
C -7.299506 1.007223 1.732432 -1.184 -0.378 -2.056
C -6.437481 1.661994 0.799149 0.703 -0.464 2.341
C -5.394514 2.430148 1.357221 -1.988 -0.860 -0.158
C -8.328318 -0.091556 1.278322 0.515 -1.865 0.833
C -8.362173 -1.400184 1.966077 -0.016 2.306 0.076
C -9.192550 -2.459220 1.645569 -0.584 2.642 0.312
N -10.170990 -2.234223 0.697831 2.782 -0.235 0.081
C -10.137349 -1.075973 -0.000440 0.241 -1.110 0.033
C -9.227828 -0.031052 0.226725 -0.749 -0.161 -0.074
C -11.020340 -3.365607 0.346604 -1.204 -0.579 0.141
H -3.882074 2.610266 4.123909 0.270 0.760 0.229
H -4.154252 4.308793 3.355725 -0.037 -0.201 0.450
H -3.267006 3.019664 2.543683 -0.208 0.066 0.046
H -6.247806 2.656102 4.528626 0.156 -0.354 0.189
H -8.119336 1.159433 3.712174 0.142 -0.183 0.144
H -6.384287 1.463638 -0.261137 -0.229 -0.013 -0.018
H -4.703224 2.833946 0.632322 0.500 0.384 0.650
H -7.850966 -1.413607 2.917334 0.606 -0.554 -0.257
H -9.243363 -3.289260 2.334665 -0.150 -0.383 -0.532
H -10.807466 -1.086745 -0.847336 -0.189 0.401 0.043
H -9.390665 0.801019 -0.442254 0.406 0.303 0.116
H -10.774943 -4.265955 0.909849 0.280 0.429 0.384
H -10.945122 -3.715848 -0.682847 0.002 0.751 -0.174
H -12.030154 -3.072657 0.633955 -0.146 -0.252 -0.426
C 3.446061 0.874783 -5.207504 0.616 0.032 0.257
N 4.302285 2.158382 -5.220020 -1.775 -1.250 -0.148
C 5.488219 2.145071 -5.840637 1.388 2.660 1.222
C 6.369120 3.289129 -5.696249 -2.700 0.107 0.465
C 5.854764 4.476339 -5.004164 1.991 -2.813 -1.618
C 4.556769 4.356030 -4.517884 0.468 1.957 1.229
C 3.784461 3.249058 -4.583457 0.915 -1.627 -1.163
C 6.712585 5.719667 -4.859395 -2.146 1.777 -0.568
C 8.085896 5.729887 -4.642533 -0.673 -0.697 -0.893
C 8.791066 6.912436 -4.609594 -0.405 0.059 -0.177
N 8.149964 8.107733 -4.715936 0.115 -2.571 -0.185
C 6.819795 8.152835 -4.829129 -0.940 -0.832 -0.293
C 6.045628 6.990443 -5.018049 1.775 -0.606 1.533
C 8.922660 9.330344 -4.754538 -0.481 0.499 0.782
H 2.958114 0.763891 -4.239147 0.172 0.408 0.000
H 4.128434 0.028847 -5.290332 -0.020 0.177 -0.188
H 2.687662 0.825371 -5.988829 0.263 0.432 -0.162
H 5.805426 1.267826 -6.384899 -0.183 -0.122 0.114
H 7.316955 3.199524 -6.206134 0.134 0.334 0.143
H 4.199307 5.161755 -3.893847 -0.330 0.216 -0.158
H 2.776495 3.157461 -4.206608 0.166 0.000 0.195
H 8.522575 4.745748 -4.727422 0.802 0.202 0.624
H 9.867531 6.919920 -4.522622 0.031 0.178 -0.036
H 6.443764 9.160766 -4.733900 -0.525 -0.091 -0.413
H 4.968957 7.023982 -5.095854 0.051 0.299 -0.235
H 9.045522 9.573358 -3.699101 0.689 0.450 -0.170
H 8.248205 10.065090 -5.194269 0.687 0.221 -0.223
H 9.844739 9.141073 -5.304134 -0.138 0.419 0.151
C 0.165030 2.415294 -1.409073 1.676 -0.910 -0.572
C -0.649198 1.120673 -1.170954 -1.502 1.760 0.156
C 0.166385 -0.155359 -0.899087 0.813 -0.904 -1.641
O -0.606150 -1.235196 -0.385583 -0.640 0.609 0.792
C -1.235581 -2.178507 -1.217064 0.883 -1.847 1.600
N -1.594756 1.494789 -0.027108 -0.075 -0.781 -0.332
H -1.200776 1.843299 0.835116 1.122 0.398 0.356
H -2.251313 2.198215 -0.334066 -0.028 1.330 -0.816
H -2.290723 0.831100 0.281506 -0.231 -1.617 0.064
H 0.833454 2.404105 -2.269997 0.138 -1.153 -0.305
H 0.887381 2.497919 -0.596985 -0.412 0.740 0.302
H -0.354756 3.314648 -1.739343 -0.935 -0.159 1.148
H -1.333762 0.997376 -2.010154 0.067 -0.439 -0.035
H 1.078580 -0.027590 -0.316274 -0.464 0.188 0.689
H 0.517207 -0.644447 -1.807824 0.157 0.990 -0.838
H -0.591527 -2.636459 -1.967780 0.201 0.883 -0.999
H -2.182810 -1.824311 -1.623754 -0.315 0.391 -0.299
H -1.399924 -3.011651 -0.533717 -0.870 0.115 0.009
B -1.780624 -6.237993 -1.371299 -1.446 1.185 1.184
F -1.925957 -7.207043 -2.237168 -1.276 -1.900 -2.737
F -2.030060 -4.926181 -1.836593 0.303 0.469 -0.394
F -2.571058 -6.405024 -0.238331 -1.040 -0.077 1.094
F -0.510298 -6.364434 -0.932321 4.016 0.813 1.467
B 2.736353 -3.387667 1.290379 -1.007 -0.657 -0.624
F 1.596597 -2.922376 0.560259 -0.864 1.456 -0.344
F 2.695664 -3.022879 2.592517 -0.181 1.608 1.728
F 2.646719 -4.700093 1.186024 -0.716 -4.286 0.230
F 3.850018 -3.060938 0.645251 2.366 2.194 -1.080
B -0.393464 2.547910 3.234553 0.256 -0.889 1.262
F -1.008701 3.697072 3.662402 0.375 0.421 -0.043
F -1.377789 1.525442 3.308850 -0.131 -0.515 -0.328
F 0.040270 2.611822 1.887932 0.221 0.110 0.430
F 0.672568 2.113828 4.151478 -0.880 0.707 -1.124
B -3.672977 3.875711 -1.412534 -1.153 0.046 -0.728
F -3.366306 2.707271 -2.043690 1.726 -2.349 -1.031
F -5.021990 3.824220 -1.293585 -2.781 -0.295 1.677
F -3.008917 3.848800 -0.186677 0.621 0.060 1.592
F -3.431801 4.955235 -2.130912 1.761 2.212 -1.227
B 0.037655 -2.518324 -5.178205 -2.433 1.403 0.215
F -0.584325 -1.726080 -6.093659 -0.393 1.146 -1.247
F -0.963981 -3.010134 -4.350211 -0.415 -0.618 1.339
F 0.773412 -3.447669 -5.711873 2.113 -3.513 -1.876
F 0.914432 -1.762697 -4.429165 1.356 2.108 2.056
B 4.159875 0.889485 -0.821036 -0.479 -0.197 -0.548
F 3.484303 -0.356502 -0.823391 0.357 -1.007 0.184
F 4.349323 1.281822 -2.114371 0.019 0.560 -1.533
F 3.253807 1.684215 -0.151319 -0.978 1.569 0.683
F 5.341109 0.928425 -0.145674 0.856 -0.671 0.524
B -4.029105 -1.187529 1.619685 -1.570 -0.235 -0.435
F -3.558949 -0.975063 2.914277 -0.161 -0.429 0.356
F -5.460442 -1.264449 1.536719 0.233 0.318 0.761
F -3.656752 -0.063020 0.883908 0.504 1.430 -0.824
F -3.564741 -2.293877 0.974898 1.017 -0.804 0.195
```
Forces are in eV/Å.

Its multiplicity is 2. As for the calculated total energy: -5484.0561 Eh. As for the total charge: +3.

Results of the Mulliken charge analysis, in e, for atoms 1 through 8:
1. C -1.120
2. C 0.741
3. O -0.490
4. N 0.815
5. H -0.061
6. H 0.057
7. C -0.614
8. H 0.310